(1)
# C32H68N3O28

A 9-piece molecular cluster, C32H68N3O28 overall in a non-equilibrium geometry (the ωB97M-V functional and the def2-TZVPD basis, the OMol25 dataset).

XYZ file:
```
131
C32H68N3O28 (the ωB97M-V functional and the def2-TZVPD basis)
N 2.67509 3.54103 1.88819
C 2.47453 2.12113 1.81608
N 3.43598 1.21770 2.44781
C 4.73581 1.26500 1.68773
O 4.95750 0.09028 0.92149
C 6.34113 -0.27280 0.85448
O 6.90809 -0.11135 -0.45138
C 6.43344 1.09096 -1.06695
C 7.34818 1.35565 -2.35424
O 6.74842 0.82802 -3.56492
N 1.43071 1.63207 1.19143
C 0.38251 2.47206 0.53160
C -0.37326 1.54068 -0.52852
C -1.69055 0.98498 0.15642
O -1.44694 -0.37168 0.60646
H 3.66050 3.74512 2.08566
H 2.50643 3.97581 0.96633
H 3.59656 1.55250 3.40681
H 5.53914 1.50679 2.43523
H 4.64542 2.13428 0.96022
H 7.00243 0.22866 1.61694
H 6.39403 -1.38521 1.07316
H 5.33766 0.98854 -1.36367
H 6.52101 2.01816 -0.42747
H 7.51909 2.45597 -2.51280
H 8.31583 0.80761 -2.17524
H 5.98778 0.30525 -3.26964
H 1.32226 0.60746 1.17569
H -0.29253 2.84741 1.34627
H 0.83416 3.32738 -0.06196
H -0.67142 2.12429 -1.44150
H 0.37021 0.72929 -0.80146
H -2.03463 1.58847 1.05497
H -2.50251 0.98656 -0.63472
H -2.29910 -0.81904 0.44137
C -5.23025 3.17163 -1.11170
O -5.00203 1.94532 -1.80591
C -5.81871 1.74540 -2.85251
O -6.68313 2.49107 -3.22308
O -5.49918 0.57072 -3.40686
C -6.29475 0.22412 -4.54234
H -4.51591 3.22537 -0.29019
H -5.06357 4.02489 -1.77080
H -6.23824 3.19803 -0.69514
H -6.17072 0.95961 -5.33831
H -7.34527 0.13262 -4.26302
H -5.94747 -0.74188 -4.90582
C -6.52081 -4.29758 2.51643
O -7.14119 -3.07553 2.10957
C -6.40802 -2.34630 1.26480
O -5.31676 -2.63514 0.84596
O -7.09830 -1.23752 0.96512
C -6.42681 -0.36367 0.06301
H -7.20273 -4.80492 3.19770
H -6.34505 -4.94581 1.65673
H -5.58772 -4.09879 3.04561
H -6.24995 -0.85862 -0.89346
H -5.48754 -0.01237 0.49481
H -7.07160 0.49788 -0.10813
C -10.04224 -8.81489 7.07750
O -10.66389 -7.59545 6.67103
C -9.93357 -6.86099 5.82465
O -8.84285 -7.14205 5.40190
O -10.62983 -5.75507 5.52971
C -9.96417 -4.87340 4.62878
H -10.72515 -9.32088 7.75856
H -9.86584 -9.46249 6.21739
H -9.10961 -8.61400 7.60677
H -9.78523 -5.36473 3.67088
H -9.02719 -4.51710 5.06048
H -10.61460 -4.01626 4.46072
C 3.58067 3.96394 -2.52807
O 3.72536 5.22865 -1.88474
C 3.36577 6.27539 -2.64626
O 2.95232 6.21667 -3.77148
O 3.54863 7.38901 -1.93029
C 3.20396 8.59178 -2.62117
H 3.89928 3.19466 -1.82332
H 2.53667 3.78159 -2.79070
H 4.21618 3.90575 -3.41266
H 2.14610 8.59322 -2.88776
H 3.82485 8.71704 -3.50906
H 3.39244 9.42525 -1.94626
C 9.34399 2.76181 -5.35314
O 10.33577 3.76836 -5.54921
C 10.22226 4.81413 -4.72209
O 9.38397 4.95363 -3.86912
O 11.20468 5.67676 -5.00998
C 11.20993 6.85243 -4.19951
H 9.53029 1.96595 -6.07247
H 9.41482 2.34319 -4.34819
H 8.34598 3.16386 -5.53378
H 11.35513 6.59548 -3.14920
H 10.28631 7.41735 -4.33409
H 12.04537 7.47173 -4.52345
C -3.62833 -8.01225 -1.64081
O -2.65040 -6.98965 -1.82765
C -2.80517 -5.93115 -1.02459
O -3.66876 -5.79124 -0.19812
O -1.82793 -5.05573 -1.30365
C -1.86644 -3.86930 -0.51727
H -3.40379 -8.81514 -2.34148
H -3.57846 -8.41239 -0.62706
H -4.62835 -7.63304 -1.85643
H -1.74698 -4.10594 0.54139
H -2.79666 -3.32302 -0.68745
H -1.03375 -3.23743 -0.82551
C 13.28130 4.71822 -6.65862
O 14.27030 5.73537 -6.48943
C 15.52751 5.27783 -6.45154
O 15.86448 4.12721 -6.54523
O 16.34530 6.32633 -6.29060
C 17.72886 5.98337 -6.23279
H 12.31305 5.19905 -6.67592
H 13.42460 4.19596 -7.60670
H 13.30447 4.01609 -5.82418
H 18.04799 5.51119 -7.16314
H 17.92888 5.33065 -5.38165
H 18.29225 6.90624 -6.10161
C -11.93186 -5.66105 8.75833
O -13.14542 -5.67878 9.51011
C -13.50149 -6.89426 9.93944
O -12.89879 -7.91808 9.74455
O -14.64538 -6.77342 10.62400
C -15.14624 -8.00325 11.14511
H -11.73953 -4.63026 8.46234
H -11.09565 -6.00725 9.36898
H -12.02779 -6.26573 7.85936
H -14.43640 -8.44126 11.84855
H -15.36846 -8.70207 10.33720
H -16.07076 -7.78371 11.67733
```

Results
**Net charge**: +1
**HOMO level**: -0.428 hartree
**Multiplicity**: 1
**DFT total energy**: -3530.817532 Eh
**Gap between HOMO and LUMO**: 8.0814 eV

These are the Mulliken partial charges, in e, on atoms 1 to 99: -0.492, 0.252, -0.311, 0.012, -0.359, -0.318, -0.325, -0.446, -0.104, -0.501, -0.036, -0.280, -0.998, 0.130, -0.519, 0.392, 0.205, 0.353, 0.256, 0.062, 0.340, 0.237, 0.261, 0.239, 0.188, 0.261, 0.312, 0.340, 0.348, 0.222, 0.412, 0.379, 0.178, 0.084, 0.208, -0.766, -0.069, 0.649, -0.536, -0.256, -0.685, 0.200, 0.339, 0.323, 0.308, 0.306, 0.229, -0.446, -0.296, 0.680, -0.516, -0.332, -0.449, -0.009, 0.330, 0.287, 0.289, 0.181, 0.244, -0.719, -0.253, 0.735, -0.565, -0.281, -0.674, 0.212, 0.310, 0.334, 0.291, 0.293, 0.304, -0.352, -0.265, 0.732, -0.510, -0.331, -0.640, -0.195, 0.336, 0.392, 0.296, 0.295, 0.233, -0.589, -0.266, 0.682, -0.598, -0.206, -0.747, 0.315, 0.206, 0.293, 0.319, 0.305, 0.243, -0.613, -0.338, 0.755, -0.513

---

(2)
# C32H68N4O22

A 11-piece molecular cluster, C32H68N4O22 overall in a non-equilibrium geometry (the ωB97M-V functional and the def2-TZVPD basis, the OMol25 dataset).

XYZ file:
```
126
C32H68N4O22 (the ωB97M-V functional and the def2-TZVPD basis)
C 2.17573 3.58637 -0.91274
N 2.73847 4.92572 -1.35629
O 2.66032 5.27998 -2.51813
O 3.24085 5.57432 -0.47702
H 2.25974 2.79911 -1.66193
H 1.13655 3.79439 -0.65795
H 2.70912 3.22154 -0.03496
C 1.32012 -0.43300 -0.37520
N 0.42676 0.15039 0.63404
O -0.18945 1.17820 0.40884
O 0.44566 -0.36911 1.75974
H 0.70749 -0.74001 -1.22285
H 1.83969 -1.31338 0.00307
H 2.12046 0.21034 -0.74081
C 6.86654 1.06534 0.00257
N 5.48914 1.44285 -0.37025
O 4.95851 2.15086 0.48736
O 4.95088 0.92802 -1.37174
H 7.58056 0.97594 -0.81615
H 6.75385 0.06593 0.42277
H 7.21833 1.73883 0.78407
C 1.25732 2.45006 3.34189
N 1.05570 3.78646 2.72229
O -0.16622 4.13383 2.53067
O 2.01144 4.51223 2.67572
H 1.17706 2.67219 4.40599
H 2.12735 2.02637 2.84025
H 0.31753 1.96774 3.07309
C -1.94199 3.95900 -6.72219
C -0.98462 3.19027 -5.81905
O -0.96109 3.83425 -4.56560
C -0.94927 3.05748 -3.42897
C -1.34045 3.86207 -2.26092
O -0.72453 1.82673 -3.38027
H -1.59967 4.93370 -7.06988
H -2.83092 4.19749 -6.13821
H -2.35445 3.24105 -7.43106
H -1.25029 2.14321 -5.67345
H 0.05334 3.09321 -6.13735
H -0.69197 4.73742 -2.29741
H -1.22620 3.32259 -1.32070
H -2.36042 4.24217 -2.20356
C 0.66606 -0.83334 -4.51839
C 1.96031 -0.12055 -4.20804
O 2.51727 -0.81524 -3.08701
C 3.39312 -1.85588 -3.25594
C 3.74159 -2.72212 -2.00776
O 4.07890 -1.99109 -4.25886
H 0.17641 -0.22570 -5.27939
H -0.16306 -0.82833 -3.81083
H 0.73870 -1.86573 -4.86045
H 2.49100 -0.17330 -5.15868
H 1.76785 0.93861 -4.03700
H 4.67440 -2.26823 -1.67314
H 3.76705 -3.79108 -2.21934
H 3.14796 -2.63330 -1.09792
C -0.21953 -3.62079 -1.38125
C -0.51635 -4.81985 -2.11443
O 0.02275 -4.82082 -3.48825
C 0.15519 -5.95813 -4.29667
C 0.84126 -5.70484 -5.60700
O -0.12647 -7.11543 -3.91487
H 0.83111 -3.54000 -1.10247
H -0.85699 -3.64170 -0.49734
H -0.41087 -2.75014 -2.00852
H -0.07931 -5.67306 -1.59565
H -1.58467 -5.00645 -2.22378
H 1.34341 -6.62837 -5.89516
H 1.53630 -4.87348 -5.48917
H 0.21059 -5.30632 -6.40170
C -2.58802 -2.09154 4.59011
C -1.37065 -2.39567 3.63254
O -1.31354 -3.76788 3.31210
C -1.95683 -4.26021 2.17956
C -1.94469 -5.74534 1.99034
O -2.42221 -3.55083 1.26531
H -3.51799 -2.60814 4.35271
H -2.92514 -1.05827 4.67261
H -2.12217 -2.33343 5.54540
H -1.57919 -1.82594 2.72700
H -0.46816 -1.93807 4.03775
H -2.26866 -6.02258 0.98720
H -2.60185 -6.24034 2.70532
H -0.97234 -6.10829 2.32334
C -2.89709 1.70787 2.72934
C -3.36435 2.69778 1.62000
O -3.40513 4.00057 2.21591
C -4.36417 4.35288 3.09070
C -4.23869 5.78312 3.65690
O -5.28992 3.63748 3.45831
H -1.98121 1.21487 2.40343
H -3.64494 0.93335 2.89949
H -2.75469 2.22750 3.67687
H -2.87887 2.72692 0.64452
H -4.38370 2.34567 1.46179
H -3.25330 6.19309 3.43546
H -4.36651 5.72785 4.73797
H -4.97000 6.51637 3.31683
C -6.09077 -2.11125 1.66555
C -5.53667 -0.66359 1.67075
O -4.35716 -0.66807 0.90056
C -4.38009 -0.50655 -0.40434
C -3.03255 -0.50328 -1.00997
O -5.44321 -0.23087 -1.02093
H -5.35516 -2.85712 1.96665
H -6.37725 -2.47031 0.67706
H -7.00437 -2.08883 2.25962
H -6.31039 0.04816 1.38288
H -5.25903 -0.41519 2.69511
H -3.10359 -1.27960 -1.77181
H -2.21137 -0.76486 -0.34264
H -2.85403 0.52637 -1.31991
C 5.64301 1.11343 4.75291
C 4.70672 0.66618 3.62890
O 3.74180 -0.22022 4.09528
C 3.38865 -1.26497 3.27540
C 2.36822 -2.18786 3.95777
O 3.75260 -1.49313 2.17983
H 6.22858 0.31353 5.20610
H 5.07132 1.64492 5.51369
H 6.25539 1.88703 4.28964
H 4.20060 1.51167 3.16297
H 5.37109 0.18898 2.90849
H 1.90957 -1.57517 4.73390
H 2.75806 -3.07751 4.45239
H 1.63308 -2.41822 3.18667
```

Results
**HOMO level**: -0.369 hartree
**ΔE to the lowest compared entry with this formula, charge and spin**: 96.0 kcal per mole
**Multiplicity**: 1
**SMILES string**: C[N+](=O)[O-].C[N+](=O)[O-].C[N+](=O)[O-].C[N+](=O)[O-].CCOC(C)=O.CCOC(C)=O.CCOC(C)=O.CCOC(C)=O.CCOC(C)=O.CCOC(C)=O.CCOC(C)=O
**DFT total energy**: -3133.961389 Eh
**Gap between HOMO and LUMO**: 9.3928 eV

These are the Mulliken partial charges, in e, on atoms 1 to 99: 0.063, 1.077, -0.617, -0.585, 0.093, -0.024, -0.033, -0.585, 0.924, -0.322, -0.336, 0.026, 0.127, 0.067, -0.883, 0.962, -0.491, -0.498, 0.310, 0.288, 0.322, 0.234, 0.936, -0.524, -0.554, 0.461, -0.271, -0.327, -1.164, -0.164, -0.320, 0.724, -0.789, -0.415, 0.318, 0.315, 0.363, 0.184, 0.331, 0.417, -0.189, 0.437, -0.883, -0.223, -0.033, 0.715, -0.810, -0.601, 0.351, -0.012, 0.312, 0.386, 0.243, 0.185, 0.365, 0.037, 0.476, -0.736, -0.129, 0.675, -0.954, -0.594, 0.124, -0.111, -0.154, 0.369, 0.285, 0.315, 0.208, 0.274, -1.334, 0.869, -0.371, 0.853, -1.319, -0.510, 0.349, 0.235, 0.405, -0.221, -0.050, 0.304, 0.411, 0.356, 0.034, -0.170, -0.367, 0.789, -1.153, -0.569, -0.199, -0.423, 0.594, -0.029, 0.481, 0.287, 0.323, 0.300, -1.310